Entry 1:
C10H18N2 | ωB97M-V with the def2-TZVPD basis set

Calculated values
* energy relative to the best compared isomer or geometry (same formula, charge and spin): 118.8 kcal/mol
* HOMO-LUMO gap: 9.00 eV
* LUMO: 0.036 Ha
* SMILES: C#CC(C)(C)N(CCC)/N=C/C

Each line ends with the Löwdin charge.
Geometry (Å):
C  0.289  2.424  -2.244  0.144
C  -0.212  1.389  -1.866  -0.116
C  0.271  1.573  1.629  -0.250
C  -0.352  2.673  2.388  -0.080
C  0.775  -2.915  1.123  -0.106
C  -2.267  0.177  -1.040  -0.054
C  -0.408  -0.907  -2.549  -0.038
C  1.485  -1.589  1.305  -0.270
C  1.329  -0.684  0.138  -0.208
C  -0.848  0.139  -1.490  -0.388
N  -0.310  1.010  0.717  -0.030
N  -0.031  -0.132  0.132  -0.055
H  0.326  3.415  -2.554  0.012
H  1.283  1.370  2.088  0.129
H  -0.016  3.650  2.260  0.048
H  -0.298  2.367  3.435  0.079
H  -1.367  2.726  2.088  0.059
H  1.405  -3.449  0.318  0.103
H  0.757  -3.422  2.086  0.065
H  -0.267  -2.863  0.817  0.062
H  -2.548  -0.790  -0.618  0.084
H  -2.454  0.977  -0.338  0.070
H  -2.851  0.274  -2.013  0.112
H  -0.714  -1.892  -2.407  0.056
H  -0.777  -0.544  -3.551  0.111
H  0.648  -0.948  -2.692  0.060
H  2.564  -1.806  1.470  0.123
H  1.199  -1.128  2.185  0.070
H  1.972  0.139  -0.007  0.101
H  1.417  -1.234  -0.811  0.103

Cartesian forces (eV/Å) of the 2 atoms listed first:
C -1.20 -1.68 0.65
C -0.21 1.01 -0.50

Entry 2:
C10H18N2S | ωB97M-V with the def2-TZVPD basis set

Calculated values
* energy relative to the best compared isomer or geometry (same formula, charge and spin): 112.9 kcal/mol
* HOMO-LUMO gap: 8.98 eV
* LUMO: 0.024 Ha
* SMILES: CNN(c1ccc(C)s1)C(C)(C)C

Each line ends with the Löwdin charge.
Geometry (Å):
C  -2.960  0.853  -1.047  -0.125
C  -1.541  0.810  -1.395  -0.135
C  -3.259  0.073  0.037  -0.573
C  -0.859  -0.014  -0.572  -0.474
C  -4.506  -0.123  0.792  -0.122
C  1.300  1.921  -0.349  -0.041
C  1.350  0.413  1.793  -0.043
C  3.149  0.104  -0.024  -0.047
C  0.340  -2.652  -0.939  -0.086
C  1.654  0.529  0.159  -0.599
N  0.895  -1.675  0.018  -0.138
N  0.815  -0.356  -0.567  -0.061
S  -1.792  -0.700  0.641  1.073
H  -3.915  1.313  -1.369  0.123
H  -1.316  1.522  -2.223  0.126
H  -4.353  -0.860  1.621  0.086
H  -4.716  0.815  1.244  0.061
H  -5.391  -0.256  0.112  0.101
H  1.921  1.980  -1.238  0.083
H  0.221  2.025  -0.368  0.057
H  1.743  2.682  0.328  0.089
H  1.962  1.230  2.315  0.093
H  1.616  -0.654  2.077  0.070
H  0.281  0.469  2.073  0.033
H  3.357  -0.171  -1.080  0.083
H  3.925  0.694  0.437  0.072
H  3.108  -0.976  0.313  0.077
H  -0.753  -2.790  -0.812  0.063
H  0.411  -2.382  -1.887  0.031
H  0.909  -3.495  -0.627  0.074
H  0.441  -1.774  0.913  0.050

Cartesian forces (eV/Å) of the 2 atoms listed first:
C -0.98 -1.24 1.65
C -2.33 1.56 -1.33

Entry 3:
C10H18NO3S | ωB97M-V with the def2-TZVPD basis set

Calculated values
* energy relative to the best compared isomer or geometry (same formula, charge and spin): 9.3 kcal/mol
* HOMO-LUMO gap: 7.52 eV
* LUMO: -0.142 Ha
* net charge: +1

Each line ends with the Löwdin charge.
Geometry (Å):
C  0.366  -1.562  1.316  -0.072
S  -0.208  0.096  1.108  0.629
O  0.740  1.024  1.548  -0.225
O  -0.677  0.273  -0.205  -0.225
N  -1.565  0.318  2.277  0.025
C  -2.922  0.634  1.658  -0.132
C  -3.813  -0.587  1.558  -0.128
C  -3.322  -1.675  0.584  -0.219
O  -3.274  -2.959  1.210  -0.057
H  0.693  -1.725  2.330  0.088
H  1.177  -1.620  0.604  0.100
H  -0.431  -2.251  1.067  0.070
H  -1.681  -0.537  2.824  0.155
H  -1.306  1.076  2.912  0.168
H  -3.396  1.323  2.340  0.135
H  -2.801  1.170  0.732  0.132
H  -3.889  -1.018  2.548  0.123
H  -4.775  -0.230  1.228  0.131
H  -4.041  -1.799  -0.205  0.130
H  -2.342  -1.458  0.179  0.080
H  -2.804  -2.908  2.058  0.081
C  2.348  1.261  -1.521  -0.108
C  3.624  1.708  -1.208  -0.091
C  4.632  1.646  -2.158  -0.087
C  4.363  1.142  -3.423  -0.085
C  3.088  0.696  -3.737  -0.089
C  2.080  0.753  -2.785  -0.095
H  1.562  1.306  -0.781  0.054
H  3.832  2.107  -0.224  0.102
H  5.628  1.991  -1.914  0.105
H  5.149  1.097  -4.165  0.106
H  2.879  0.306  -4.724  0.104
H  1.084  0.403  -3.029  0.099

Cartesian forces (eV/Å) of the 2 atoms listed first:
C -1.00 0.22 0.51
S 1.76 -0.32 -1.48

Entry 4:
C10H18O | ωB97M-V with the def2-TZVPD basis set

Calculated values
* energy relative to the best compared isomer or geometry (same formula, charge and spin): 14.8 kcal/mol
* HOMO-LUMO gap: 9.93 eV
* LUMO: 0.038 Ha
* SMILES: CC1=CCO[C@H](CC(C)C)C1

Each line ends with the Löwdin charge.
Geometry (Å):
O  0.502  -1.204  -0.056  -0.120
C  -1.152  -1.759  -1.719  -0.016
C  -2.093  -1.048  -1.025  -0.261
C  -3.587  -1.157  -1.252  -0.061
C  0.332  -1.669  -1.411  -0.170
C  1.801  2.555  0.482  -0.067
C  2.840  0.216  1.071  -0.082
C  -1.662  -0.222  0.182  -0.108
C  0.354  0.641  1.479  -0.111
C  -0.157  0.044  0.135  -0.347
C  1.774  1.285  1.411  -0.383
H  -1.433  -2.479  -2.472  0.098
H  -3.857  -1.954  -1.944  0.073
H  -4.052  -1.396  -0.298  0.076
H  -3.999  -0.218  -1.632  0.080
H  0.857  -0.962  -2.067  0.121
H  0.811  -2.618  -1.558  0.111
H  2.721  3.151  0.553  0.075
H  0.963  3.209  0.736  0.070
H  1.685  2.309  -0.557  0.055
H  3.816  0.538  1.360  0.058
H  2.649  -0.750  1.574  0.084
H  2.857  -0.006  0.008  0.069
H  -2.193  0.731  0.177  0.126
H  -1.870  -0.811  1.073  0.130
H  -0.324  1.421  1.789  0.104
H  0.343  -0.178  2.244  0.136
H  -0.012  0.734  -0.690  0.142
H  2.087  1.599  2.408  0.118

Cartesian forces (eV/Å) of the 2 atoms listed first:
O 0.45 -0.16 -0.87
C -0.97 1.14 0.97

Entry 5:
C10H18O2 | ωB97M-V with the def2-TZVPD basis set

Calculated values
* energy relative to the best compared isomer or geometry (same formula, charge and spin): 35.0 kcal/mol
* HOMO-LUMO gap: 10.64 eV
* LUMO: 0.036 Ha
* SMILES: C[C@H]1CC[C@@]2(CCCCO2)OC1

Each line ends with the Löwdin charge.
Geometry (Å):
C  -2.500  -2.425  -1.344  -0.089
C  -2.184  -0.974  -1.063  -0.340
C  -1.951  -0.697  0.488  -0.114
C  -1.124  0.602  0.585  -0.077
C  0.321  0.387  -0.003  -0.468
C  1.329  -0.170  1.086  -0.125
C  2.018  0.886  1.931  -0.193
C  2.883  1.782  0.966  -0.157
C  2.272  1.822  -0.443  -0.218
C  -0.918  -0.616  -1.848  -0.115
H  -1.631  -3.013  -0.976  0.098
H  -3.359  -2.763  -0.733  0.085
H  -2.747  -2.699  -2.335  0.060
H  -3.028  -0.430  -1.371  0.114
H  -2.974  -0.556  0.856  0.118
H  -1.454  -1.557  0.857  0.097
H  -1.145  0.941  1.606  0.103
H  -1.695  1.412  0.077  0.133
H  2.030  -0.989  0.676  0.153
H  0.765  -0.701  1.864  0.107
H  2.563  0.289  2.721  0.121
H  1.252  1.439  2.520  0.115
H  2.863  2.770  1.464  0.102
H  3.958  1.368  0.801  0.136
H  2.345  2.810  -0.977  0.135
H  2.706  1.019  -1.128  0.137
H  -0.739  -1.357  -2.632  0.130
H  -0.981  0.380  -2.191  0.110
O  0.876  1.635  -0.465  -0.089
O  0.251  -0.598  -0.987  -0.070

Cartesian forces (eV/Å) of the 2 atoms listed first:
C 0.11 -0.93 2.67
C 1.31 -1.16 0.84

Entry 6:
C10H18O4 | ωB97M-V with the def2-TZVPD basis set

Calculated values
* energy relative to the best compared isomer or geometry (same formula, charge and spin): 44.4 kcal/mol
* HOMO-LUMO gap: 10.25 eV
* LUMO: 0.028 Ha
* SMILES: CCOCCCCC[C@H]1COC(=O)O1

Each line ends with the Löwdin charge.
Geometry (Å):
C  -2.844  -2.434  0.187  -0.069
C  -2.087  -2.276  -1.182  -0.270
O  -0.796  -2.862  -1.217  -0.149
C  0.153  -2.182  -0.403  -0.225
C  0.979  -1.091  -1.132  -0.169
C  0.180  0.187  -1.541  -0.204
C  1.070  1.472  -1.587  -0.184
C  0.806  2.395  -0.347  -0.141
C  1.246  1.720  0.975  -0.282
C  0.917  2.769  2.099  -0.082
O  0.929  1.936  3.272  0.045
C  0.868  0.632  2.864  -0.553
O  1.079  -0.309  3.477  0.235
O  0.460  0.648  1.515  0.021
H  -2.129  -2.892  0.902  0.075
H  -3.775  -3.019  0.131  0.067
H  -3.030  -1.412  0.583  0.070
H  -2.116  -1.207  -1.469  0.095
H  -2.688  -2.810  -1.949  0.118
H  -0.262  -1.733  0.522  0.111
H  0.881  -2.954  -0.066  0.129
H  1.536  -1.483  -2.010  0.120
H  1.761  -0.761  -0.407  0.106
H  -0.629  0.333  -0.791  0.100
H  -0.349  0.000  -2.499  0.112
H  0.729  2.070  -2.462  0.106
H  2.142  1.240  -1.718  0.113
H  -0.252  2.719  -0.296  0.127
H  1.420  3.316  -0.447  0.126
H  2.302  1.372  0.954  0.171
H  -0.147  3.020  1.937  0.139
H  1.644  3.595  2.105  0.141

Cartesian forces (eV/Å) of the 2 atoms listed first:
C 1.23 0.72 0.14
C -1.60 -0.48 -0.18

What did the third record say?
C10H18NO3S | ωB97M-V with the def2-TZVPD basis set

Calculated values
* energy relative to the best compared isomer or geometry (same formula, charge and spin): 9.3 kcal/mol
* HOMO-LUMO gap: 7.52 eV
* LUMO: -0.142 Ha
* net charge: +1

Each line ends with the Löwdin charge.
Geometry (Å):
C  0.366  -1.562  1.316  -0.072
S  -0.208  0.096  1.108  0.629
O  0.740  1.024  1.548  -0.225
O  -0.677  0.273  -0.205  -0.225
N  -1.565  0.318  2.277  0.025
C  -2.922  0.634  1.658  -0.132
C  -3.813  -0.587  1.558  -0.128
C  -3.322  -1.675  0.584  -0.219
O  -3.274  -2.959  1.210  -0.057
H  0.693  -1.725  2.330  0.088
H  1.177  -1.620  0.604  0.100
H  -0.431  -2.251  1.067  0.070
H  -1.681  -0.537  2.824  0.155
H  -1.306  1.076  2.912  0.168
H  -3.396  1.323  2.340  0.135
H  -2.801  1.170  0.732  0.132
H  -3.889  -1.018  2.548  0.123
H  -4.775  -0.230  1.228  0.131
H  -4.041  -1.799  -0.205  0.130
H  -2.342  -1.458  0.179  0.080
H  -2.804  -2.908  2.058  0.081
C  2.348  1.261  -1.521  -0.108
C  3.624  1.708  -1.208  -0.091
C  4.632  1.646  -2.158  -0.087
C  4.363  1.142  -3.423  -0.085
C  3.088  0.696  -3.737  -0.089
C  2.080  0.753  -2.785  -0.095
H  1.562  1.306  -0.781  0.054
H  3.832  2.107  -0.224  0.102
H  5.628  1.991  -1.914  0.105
H  5.149  1.097  -4.165  0.106
H  2.879  0.306  -4.724  0.104
H  1.084  0.403  -3.029  0.099

Cartesian forces (eV/Å) of the 2 atoms listed first:
C -1.00 0.22 0.51
S 1.76 -0.32 -1.48